# 1
Formula: C4H7NO2
Source: OMol25
Level of theory: the ωB97M-V functional and the def2-TZVPD basis

Computed properties:
E_tot   -361.74910 Eh
Frontier orbital gap   10.828 eV
Energy relative to the best compared isomer or geometry (same formula, charge and spin)   345.9 kJ/mol

Element x y z (Å)
1 C -1.37 -1.13 -0.25
2 C -0.36 -0.04 -0.05
3 N -0.58 1.05 0.59
4 O -1.87 1.12 1.09
5 C 1.00 -0.13 -0.65
6 C 2.12 0.54 0.00
7 O 2.00 -0.88 0.03
8 H -2.20 -0.78 -0.87
9 H -0.94 -2.01 -0.73
10 H -1.82 -1.45 0.70
11 H -1.86 1.98 1.53
12 H 1.02 -0.26 -1.74
13 H 2.94 0.95 -0.59
14 H 1.93 1.04 0.94

# 2
Formula: C2H4NO2
Source: OMol25
Level of theory: the ωB97M-V functional and the def2-TZVPD basis

Computed properties:
E_tot   -283.83066 Eh
Frontier orbital gap   7.790 eV
Total charge   -1
Energy relative to the best compared isomer or geometry (same formula, charge and spin)   211.0 kJ/mol

Element x y z (Å)
1 O -0.32 1.53 1.88
2 C -0.37 0.97 0.76
3 N 0.27 -0.07 0.31
4 C 0.48 -0.65 -1.18
5 O -0.14 -1.79 -1.59
6 H -0.80 1.75 -0.02
7 H 0.27 -0.80 0.98
8 H 0.12 0.33 -1.63
9 H 1.61 -0.62 -1.33

# 3
Formula: C3H7NOS
Source: OMol25
Level of theory: the ωB97M-V functional and the def2-TZVPD basis

Computed properties:
E_tot   -646.55258 Eh
Frontier orbital gap   4.792 eV
Total charge   -2
Energy relative to the best compared isomer or geometry (same formula, charge and spin)   129.2 kJ/mol

Element x y z (Å)
1 C -1.37 0.35 -0.17
2 O -2.47 -0.33 -0.14
3 C 0.12 -0.51 -0.35
4 C 1.13 0.70 -0.37
5 S 1.99 1.23 1.16
6 N 0.44 -1.52 0.63
7 H -1.40 1.19 -0.91
8 H -1.21 0.88 0.83
9 H -0.13 -1.03 -1.40
10 H 0.68 1.60 -0.75
11 H 1.81 0.41 -1.15
12 H 0.91 -1.12 1.53
13 H -0.49 -1.85 1.07